1.
A structure of composition C7H7CsO8 in a non-equilibrium geometry, computed with wB97M-V/def2-TZVPD.

Its total charge is 0. The value obtained for the HOMO-LUMO gap is 3.5 eV. The calculation puts the total energy at -892.8636 Ha. The calculation puts the HOMO energy at -0.211 Ha.

CARTESIAN COORDINATES (ANGSTROEM)
O (-0.935, 1.404, -0.832)
O (3.606, -2.200, -1.358)
C (-2.126, 0.211, 0.839)
O (-2.793, -1.789, 2.386)
C (3.545, -0.952, -0.909)
O (-1.342, 3.404, -1.509)
Cs (2.919, 2.193, -5.260)
C (-0.551, 2.372, -1.603)
O (-4.469, -0.592, 3.286)
O (-3.171, 0.343, 1.770)
C (3.308, -2.291, 0.805)
O (3.362, -0.969, 0.405)
O (3.688, 0.067, -1.578)
C (-2.029, 1.534, 0.107)
H (3.264, -2.501, 1.867)
H (-2.331, -0.604, 0.129)
H (-0.973, 4.150, -1.998)
H (-1.171, -0.012, 1.342)
C (-3.479, -0.767, 2.556)
C (3.349, -3.042, -0.293)
H (-1.817, 2.355, 0.803)
H (-2.948, 1.757, -0.447)
H (3.093, -4.072, -0.509)

---

2.
A structure of composition C7H7CuN5O4 in a non-equilibrium geometry, computed with wB97M-V/def2-TZVPD.

Its total charge is +2. The value obtained for the HOMO-LUMO gap (spin up / spin down) is 5.8 / 2.3 eV. As for the expectation value of S²: 0.769. The calculation puts the total energy at -2485.2427 Ha. The calculation puts the HOMO energy (spin up / spin down) at -0.572 / -0.572 Ha. As for the spin multiplicity: 2.

CARTESIAN COORDINATES (ANGSTROEM)
O (-1.408, 1.083, 2.744)
N (-2.383, -0.848, -0.075)
H (-4.900, -3.171, 2.015)
H (-3.510, -2.853, 2.940)
C (3.141, 1.346, -0.235)
H (3.112, 1.878, -1.184)
N (-2.433, -1.322, 1.179)
C (-3.500, -1.203, -0.737)
O (0.930, -1.859, -2.558)
O (-1.653, 2.438, -1.217)
Cu (-1.078, -0.318, -1.488)
C (-0.932, 0.574, 1.827)
C (2.700, 1.941, 0.888)
C (0.210, -1.692, 1.048)
N (-4.196, -2.502, 2.299)
O (0.359, -2.661, 1.672)
N (-3.589, -2.013, 1.164)
C (-0.954, 1.522, -1.160)
C (0.658, -0.854, -2.070)
N (-4.333, -1.935, 0.019)
H (3.451, 0.314, -0.250)
H (-3.663, -0.916, -1.789)
H (2.288, 2.950, 0.847)
H (2.795, 1.463, 1.863)

---

3.
A cluster of 2 separate species, C7H7F2NO in total in a non-equilibrium geometry, computed with wB97M-V/def2-TZVPD.

Its total charge is 0. The value obtained for the HOMO-LUMO gap (spin up / spin down) is 8.3 / 8.3 eV. The calculation puts the total energy at -600.5283 Ha. The calculation puts the HOMO energy (spin up / spin down) at -0.291 / -0.291 Ha.

CARTESIAN COORDINATES (ANGSTROEM)
F (-0.340, 0.164, -2.940)
C (-0.821, -2.147, -2.060)
H (0.232, -0.574, 2.999)
C (0.485, 0.236, -0.207)
C (0.075, -0.972, -2.390)
H (-0.397, -2.499, -1.172)
C (0.860, 1.543, -0.161)
H (1.724, 2.932, 1.139)
N (0.534, -0.043, 2.159)
F (1.317, -1.272, -2.651)
H (1.025, 2.193, -0.998)
C (1.177, 2.036, 1.170)
O (-0.080, -1.830, 0.864)
H (1.239, 1.554, 3.266)
H (-1.881, -1.822, -2.061)
C (1.035, 1.181, 2.243)
C (0.351, -0.676, 0.887)
H (-0.663, -3.041, -2.731)

---

Computed ΔE to the lowest compared entry with this formula, charge and spin, in the same sequence as the records: 0.0, 172.9, 417.7 kJ/mol.